Entry 1:
ORCA calculation (ωB97M-V with the def2-TZVPD basis set) on a cluster of 8 separate species, C30H48BO23 in total in a non-equilibrium geometry.

The HOMO-LUMO gap is 6.82 eV. The highest occupied orbital energy is -4.7 eV. As for the molar mass: 787.5 g mol⁻¹. The energy comes out at -2927.30723 a.u. The net charge is -1.

Each line ends with the Mulliken charge.
CARTESIAN COORDINATES (ANGSTROEM)
C1 -2.09486 2.82711 0.73674  -0.797
C2 -1.09142 3.31580 -0.41737  -0.345
C3 -1.15194 2.45888 -1.74871  0.509
O1 -1.73675 2.81850 -2.80511  -0.569
O2 -0.45514 1.23034 -1.74658  -0.213
C4 -1.36199 0.09465 -1.64480  0.273
C5 -0.61442 -1.27098 -1.19001  -0.848
B1 -0.62945 -1.49777 0.44107  0.699
C6 0.70608 -0.95999 1.24622  0.137
C7 1.58009 0.13207 0.47027  0.001
C8 1.63559 -2.17835 1.81713  0.018
C9 2.46554 -1.60215 3.10343  -0.351
H1 -2.54525 1.80936 0.49567  0.090
H2 -1.59146 2.71822 1.75992  0.236
H3 -2.97498 3.56497 0.79795  0.393
H4 -1.30285 4.42002 -0.60589  0.339
H5 -0.02896 3.24120 0.00141  0.291
H6 -1.85694 -0.10027 -2.67128  -0.110
H7 -2.24548 0.27574 -0.92858  0.025
H8 0.40334 -1.38063 -1.68961  0.188
H9 -1.27228 -2.10886 -1.63792  0.178
H10 -1.62607 -1.00144 0.88471  -0.458
H11 -0.72157 -2.68605 0.63435  -0.320
H12 0.31553 -0.43375 2.20090  -0.284
H13 1.08139 1.14904 0.58743  -0.209
H14 1.85227 -0.13669 -0.59741  0.227
H15 2.57916 0.20981 1.03603  -0.210
H16 1.00565 -3.07801 2.10657  0.162
H17 2.40447 -2.38615 1.00522  -0.016
H18 3.57626 -1.56385 2.80898  -0.097
H19 2.32553 -2.23549 4.03389  0.165
H20 2.17826 -0.50353 3.28823  0.215
C10 5.62385 2.64908 2.75308  -0.406
C11 5.86846 1.66524 3.85823  -0.256
O3 5.35976 0.45184 3.32629  -0.176
C12 5.38989 0.56477 1.97149  0.584
O4 5.19369 -0.33861 1.21453  -0.507
O5 5.67866 1.83815 1.58805  -0.332
H21 6.38198 3.43283 2.71459  0.296
H22 4.63574 3.11384 2.81780  0.280
H23 6.93334 1.53376 4.07349  0.260
H24 5.35283 1.93418 4.77989  0.243
C13 0.63237 4.41566 -4.23865  0.353
C14 1.47029 4.16377 -5.45540  -0.356
O6 1.98425 5.45451 -5.76224  -0.323
C15 1.96121 6.17986 -4.61074  0.622
O7 2.47735 7.25128 -4.47813  -0.556
O8 1.27708 5.53016 -3.63179  -0.333
H25 0.61278 3.56207 -3.56188  -0.137
H26 -0.39514 4.69433 -4.48781  0.044
H27 2.30676 3.48813 -5.25538  0.292
H28 0.88773 3.76869 -6.28868  0.302
C16 -3.81468 2.33661 -5.20213  -0.100
C17 -3.48124 3.62911 -5.88067  0.189
O9 -3.53606 3.28834 -7.26141  -0.343
C18 -4.34336 2.19979 -7.37460  0.552
O10 -4.73746 1.75642 -8.41479  -0.561
O11 -4.64696 1.67929 -6.15560  -0.246
H29 -4.34492 2.48430 -4.26134  0.330
H30 -2.93079 1.72048 -5.01804  0.168
H31 -4.21935 4.41119 -5.68004  0.230
H32 -2.49199 3.99818 -5.60918  -0.200
C19 -4.18702 -1.79525 4.28422  -0.375
C20 -3.34043 -2.05364 3.07366  -0.257
O12 -2.84158 -0.76412 2.75173  -0.166
C21 -2.87686 -0.02346 3.88767  0.531
O13 -2.37299 1.05694 4.00877  -0.545
O14 -3.55916 -0.66699 4.87776  -0.364
H33 -4.19939 -2.64054 4.97389  0.307
H34 -5.21738 -1.53167 4.02666  0.245
H35 -2.49644 -2.71608 3.28483  0.200
H36 -3.91420 -2.46624 2.24339  0.302
C22 1.55079 -1.19894 7.20223  -0.301
C23 1.80649 -0.04251 8.11860  -0.381
O15 3.16528 0.27048 7.86427  -0.343
C24 3.46456 -0.18989 6.61655  0.515
O16 4.49243 0.06578 6.05149  -0.499
O17 2.45193 -0.96616 6.12729  -0.174
H37 0.52083 -1.22490 6.84417  0.302
H38 1.79160 -2.16161 7.66291  0.255
H39 1.19054 0.82816 7.87599  0.256
H40 1.65748 -0.30047 9.16803  0.301
C25 4.37512 -6.16004 0.97604  -0.379
C26 3.98379 -4.93762 1.75109  -0.227
O18 2.56484 -4.97031 1.70581  -0.126
C27 2.19901 -6.26207 1.49431  0.536
O19 1.07693 -6.66804 1.56847  -0.541
O20 3.27771 -7.03740 1.18781  -0.355
H41 5.30341 -6.60481 1.33782  0.308
H42 4.46924 -5.96387 -0.09598  0.273
H43 4.30544 -4.98279 2.79585  0.238
H44 4.36514 -4.01902 1.30282  0.231
C28 -5.63219 -2.37285 -6.61654  -0.273
C29 -5.15357 -1.22191 -5.78382  -0.037
O21 -5.15158 -1.75876 -4.46671  -0.306
C30 -5.04601 -3.11070 -4.58412  0.596
O22 -4.85043 -3.85428 -3.67020  -0.528
O23 -5.19218 -3.50617 -5.87955  -0.325
H45 -5.20200 -2.37001 -7.61879  0.288
H46 -6.72270 -2.40600 -6.69813  0.245
H47 -4.13707 -0.91341 -6.04210  0.150
H48 -5.81277 -0.35783 -5.84995  0.189


Entry 2:
ORCA calculation (ωB97M-V with the def2-TZVPD basis set) on a structure of composition C30H48GdP2S in a non-equilibrium geometry.

As for the spin multiplicity: 8. The HOMO-LUMO gap (alpha / beta) is 6.92 / 3.47 eV. The highest occupied orbital energy (alpha / beta) is -9.4 / -9.4 eV. As for the molar mass: 660.0 g mol⁻¹. The energy comes out at -3017.98860 a.u. The net charge is +1. As for the expectation value of S²: 15.812.

Each line ends with the Mulliken charge.
CARTESIAN COORDINATES (ANGSTROEM)
Gd1 1.88242 0.69108 1.74940  0.239
C1 2.39673 3.03046 1.38269  0.357
C2 0.96806 2.88588 1.44540  0.427
C3 1.85894 2.18079 3.47891  0.183
C4 2.95642 2.59510 2.62581  1.043
C5 0.63137 2.40748 2.74987  0.554
C6 3.08837 3.67507 0.23589  -1.421
H1 2.42025 4.43835 -0.19387  0.517
H2 3.34011 2.96869 -0.56953  0.100
H3 4.02117 4.16026 0.55891  0.318
C7 4.40010 2.64421 3.02484  -1.384
H4 4.85544 3.55294 2.59630  0.353
H5 4.99606 1.78279 2.66865  0.181
H6 4.48133 2.68126 4.12328  0.456
C8 2.01825 1.50242 4.80095  -1.104
H7 2.86389 1.95553 5.34256  0.350
H8 2.21267 0.40592 4.73207  0.160
H9 1.09283 1.64955 5.37730  0.408
C9 -0.77268 2.13451 3.18277  -1.591
H10 -1.18706 2.94656 3.79966  0.307
H11 -0.86277 1.20042 3.76075  0.382
H12 -1.41984 2.05259 2.29471  0.345
C10 -0.03552 3.28393 0.41018  -0.994
H13 -0.76714 4.01516 0.80149  0.301
H14 -0.61473 2.40697 0.08209  -0.137
H15 0.45330 3.71201 -0.47135  0.420
C11 0.36056 -0.00374 -2.99519  -0.510
C12 0.29512 1.33616 -2.98210  -0.698
C13 -0.89906 2.23876 -3.02430  -0.364
C14 -2.29475 1.58834 -2.86527  -1.057
C15 -2.67326 1.19827 -1.44769  -0.178
C16 -2.37743 0.05852 -0.79346  -0.551
C17 -1.13501 -0.77467 -1.03245  1.261
C18 -0.72319 -0.93592 -2.52971  -0.307
H16 -0.93873 2.76969 -3.99162  0.446
H17 -2.41423 0.77804 -3.61322  0.411
H18 -0.73238 3.00309 -2.24206  0.095
H19 -1.61738 -0.77710 -3.13903  0.163
H20 1.34420 -0.48603 -3.13970  0.352
H21 1.23938 1.89768 -2.85119  0.368
H22 -0.37269 -1.96568 -2.72011  0.317
H23 -0.28356 -0.38192 -0.41830  -1.090
H24 -3.05709 -0.28380 0.02182  0.227
H25 -1.32397 -1.79808 -0.63092  -0.115
H26 -3.04420 2.32860 -3.19920  0.492
H27 -3.29549 1.94900 -0.92789  0.371
P1 -3.02664 -3.31816 -0.91547  0.985
P2 -3.99461 -3.86122 1.83491  0.184
C19 -4.28158 -4.72021 -0.84140  -0.912
C20 -4.42491 -5.20421 0.59227  -1.008
H28 -3.91614 -5.53232 -1.48706  0.426
H29 -5.24279 -4.36695 -1.24583  0.414
H30 -5.44930 -5.55936 0.77019  0.563
H31 -3.73877 -6.03866 0.79119  0.459
C21 -4.52074 -4.93935 3.24420  -1.132
H32 -4.57606 -4.35180 4.16624  0.385
H33 -3.75697 -5.71246 3.38778  0.370
H34 -5.49023 -5.41465 3.03627  0.309
C22 -5.61059 -2.97762 1.60067  -1.107
H35 -6.43498 -3.68761 1.44174  0.373
H36 -5.54442 -2.29904 0.74266  0.258
H37 -5.81218 -2.36749 2.48929  0.397
C23 -1.72451 -4.38177 -1.66695  -1.566
H38 -0.77264 -3.84465 -1.75364  0.357
H39 -2.04843 -4.74049 -2.65451  0.405
H40 -1.57638 -5.23779 -0.99302  0.409
C24 -3.75682 -2.47660 -2.36456  -1.058
H41 -4.81077 -2.79502 -2.50917  0.469
H42 -3.18464 -2.69334 -3.28738  0.286
H43 -3.79004 -1.38052 -2.19996  0.132
S1 4.31705 0.12633 0.34888  -0.156
C25 5.39995 0.96478 -0.67604  0.559
C26 6.07852 2.12689 -0.23707  -0.055
C27 7.05790 2.73823 -1.01649  -0.698
C28 7.35263 2.27392 -2.31035  -0.356
C29 6.65343 1.15737 -2.78854  -0.499
C30 5.71595 0.49649 -1.98917  -0.483
H44 5.81763 2.54384 0.72710  0.337
H45 7.59564 3.59492 -0.61562  0.399
H46 8.10741 2.77689 -2.92403  0.397
H47 6.85048 0.79467 -3.80665  0.358
H48 5.20370 -0.39217 -2.35864  0.398